(1)
{
  "formula": "C3H7Cl3N2P",
  "method": "ωB97M-V/def2-TZVPD",
  "fmax_ha_per_bohr": 0.086,
  "e_above_lowest_kj_mol": 2.6,
  "lumo_ev": -4.47,
  "homo_lumo_gap_ev": 9.58,
  "charge": 1,
  "symbols": ["H", "N", "C", "H", "Cl", "P", "H", "C", "N", "H", "H", "Cl", "Cl", "H", "C", "H"],
  "xyz": [[1.845, -1.574, 0.280], [0.807, 0.235, 0.162], [-0.461, 0.319, 0.410], [1.284, 2.234, -0.142], [-0.997, 1.834, 0.964], [-3.069, -0.202, 0.668], [2.180, -0.580, -1.096], [1.679, 1.338, 0.288], [-1.443, -0.526, 0.243], [0.727, -1.648, -1.124], [2.515, 1.008, -0.336], [-3.374, 0.541, -1.524], [-3.842, -1.958, 0.466], [-1.207, -1.502, -0.123], [1.361, -0.987, -0.456], [1.996, 1.467, 1.320]]
}

(2)
{
  "formula": "C21H40BNO20PS5",
  "method": "ωB97M-V/def2-TZVPD",
  "fmax_ha_per_bohr": 0.188,
  "lumo_ev": 1.27,
  "homo_lumo_gap_ev": 5.94,
  "charge": -1,
  "symbols": ["C", "H", "H", "H", "H", "H", "C", "H", "C", "O", "H", "O", "H", "H", "C", "H", "C", "N", "O", "H", "S", "H", "H", "O", "O", "O", "H", "O", "H", "H", "H", "O", "C", "H", "O", "S", "C", "C", "H", "H", "S", "O", "C", "H", "S", "O", "H", "H", "C", "C", "C", "O", "O", "H", "P", "H", "H", "C", "S", "H", "B", "O", "C", "O", "H", "H", "C", "O", "H", "C", "H", "C", "C", "O", "O", "H", "H", "C", "H", "H", "O", "H", "H", "C", "H", "C", "H", "H", "O"],
  "xyz": [[0.942, -0.813, -5.521], [2.556, 1.766, 4.074], [-0.440, -4.875, -1.553], [-4.155, -0.922, -3.456], [-0.588, 1.493, -2.239], [4.479, -3.908, -3.436], [-3.206, 4.416, 8.589], [-1.140, -2.947, -3.868], [0.194, -2.767, -0.337], [-5.583, -1.313, -1.115], [-1.439, 1.396, 6.235], [-0.107, 3.217, -5.161], [-2.705, -3.861, -4.420], [-1.923, 5.473, 7.186], [0.351, -4.006, -1.440], [-0.540, -1.538, 6.447], [1.666, -4.064, -2.467], [3.670, -2.290, -4.689], [-0.235, 2.662, 7.859], [3.211, 0.793, 2.728], [1.532, 2.394, 0.876], [-0.767, -2.746, 0.342], [0.635, -1.593, -6.371], [1.706, 1.863, -3.632], [-0.042, 0.905, 7.654], [-2.610, 3.125, 8.479], [-0.501, -5.294, -5.104], [-0.911, 4.851, 8.858], [-3.705, 0.719, -2.915], [-2.511, 0.472, -4.912], [-1.432, -0.670, -3.820], [0.744, -0.183, 5.603], [2.624, -1.625, -1.173], [0.277, -3.683, -5.807], [0.611, 3.508, 0.831], [-1.042, 3.227, 8.916], [3.399, 2.939, 2.431], [-1.755, -3.296, -4.827], [1.573, 1.671, -2.637], [2.929, -0.442, -3.691], [-4.105, -1.851, -0.687], [1.563, 1.357, -0.129], [-1.134, 0.522, 6.820], [4.984, -2.190, -2.837], [1.361, 0.640, 6.868], [2.155, -0.275, 7.658], [-5.468, 0.732, -1.220], [3.452, 0.179, -0.593], [-0.717, -4.289, -5.663], [-0.589, -0.581, 5.916], [3.454, -0.792, -4.691], [3.705, -0.617, -1.152], [-3.232, -0.845, -1.629], [-0.452, 0.769, -6.587], [0.132, 1.849, -4.376], [1.222, -0.694, 0.650], [4.484, 2.874, 2.545], [1.311, -1.560, -0.142], [-2.214, -1.817, -5.945], [4.503, -0.261, -4.716], [-0.225, 0.344, -5.502], [-1.065, 1.830, -3.065], [-5.449, -0.128, -1.898], [1.865, 1.906, 6.388], [-6.274, -0.046, -2.611], [1.788, -4.931, -3.277], [2.680, 1.714, 2.989], [-0.931, 2.815, 10.298], [-2.285, 6.398, 8.669], [4.079, -2.793, -3.305], [4.380, -2.587, -5.395], [-1.652, -0.330, -4.943], [2.443, -0.283, -5.914], [-3.948, -3.195, -1.196], [1.409, 1.691, 2.342], [-1.243, -4.466, -6.719], [-1.179, -0.702, 5.004], [-4.096, -0.249, -2.594], [0.900, -1.407, -4.506], [-4.053, 4.509, 7.905], [-3.870, -1.500, 0.695], [2.473, 0.883, -6.033], [3.039, 3.858, 2.906], [2.762, -2.854, -2.297], [2.853, -0.785, -6.916], [-2.086, 5.402, 8.266], [-1.976, 0.179, 7.427], [-3.555, 4.540, 9.620], [3.041, 2.987, 1.052]]
}

(3)
{
  "formula": "C4H12S2",
  "method": "ωB97M-V/def2-TZVPD",
  "fmax_ha_per_bohr": 0.070,
  "e_above_lowest_kj_mol": 167.2,
  "lumo_ev": 0.79,
  "homo_lumo_gap_ev": 9.48,
  "symbols": ["H", "H", "C", "H", "H", "H", "H", "H", "C", "H", "S", "H", "C", "S", "H", "C", "H", "H"],
  "xyz": [[-3.317, -1.907, 1.033], [-3.172, 0.909, 0.317], [2.470, 1.665, 0.286], [2.746, 1.382, -0.703], [3.166, 0.410, 1.958], [-1.688, -1.661, 0.268], [1.260, 0.788, 1.901], [-2.055, 0.205, -2.544], [-2.530, -1.066, 0.806], [1.619, 2.317, 0.214], [-1.577, 0.427, -1.303], [-2.358, -0.747, 1.842], [2.297, 0.552, 1.275], [1.895, -1.042, 0.302], [2.763, -0.715, -0.698], [-2.859, 0.011, -0.235], [-3.648, -0.384, -0.970], [3.322, 2.259, 0.617]]
}

(4)
{
  "formula": "C38H27Co2N4O8",
  "method": "ωB97M-V/def2-TZVPD",
  "fmax_ha_per_bohr": 0.109,
  "e_above_lowest_kj_mol": 305.6,
  "lumo_ev": 1.71,
  "homo_lumo_gap_ev": 4.13,
  "charge": -1,
  "symbols": ["C", "C", "C", "C", "C", "N", "C", "C", "H", "C", "O", "O", "H", "C", "H", "H", "H", "C", "H", "H", "C", "H", "O", "C", "C", "H", "C", "N", "C", "C", "H", "C", "H", "C", "H", "H", "C", "Co", "O", "H", "C", "C", "H", "H", "C", "H", "C", "N", "H", "C", "O", "C", "H", "C", "C", "Co", "C", "C", "C", "H", "H", "C", "C", "O", "C", "C", "N", "H", "H", "C", "C", "H", "H", "C", "O", "H", "H", "O", "C"],
  "xyz": [[-2.089, -3.226, 2.417], [0.141, -1.999, 1.182], [2.472, 3.557, -1.510], [3.112, 4.754, -0.997], [4.943, 6.366, -0.955], [0.938, -0.182, -0.277], [1.211, 2.113, 0.921], [1.992, 1.652, -4.308], [-2.847, -4.015, 2.536], [2.627, 2.169, -1.667], [-1.049, 2.958, -3.167], [-1.185, 3.713, 0.813], [-7.246, -0.653, -5.033], [2.955, 6.754, 0.389], [-4.523, -2.061, -1.242], [-0.622, -4.040, 3.738], [1.385, 5.271, 0.183], [-0.323, -0.235, -0.944], [2.372, 7.356, 1.090], [2.859, -6.733, 6.365], [0.002, 2.849, -2.649], [2.704, -4.439, 7.330], [2.160, 4.883, -5.170], [-6.448, 0.537, -3.421], [2.029, 4.172, -4.265], [-5.353, 1.564, -1.829], [-6.392, -0.474, -4.384], [-2.614, -1.134, -1.182], [2.491, -4.603, 6.275], [3.419, 1.047, -1.154], [-0.571, -4.728, 2.111], [2.584, -5.888, 5.733], [3.527, 0.213, -1.868], [-5.239, -1.252, -4.525], [2.438, -7.071, 3.927], [-5.178, -2.031, -5.283], [2.398, 5.572, -0.098], [0.907, 2.630, -0.934], [2.964, 0.680, 0.188], [4.450, 1.437, -0.989], [-3.505, -2.255, -0.897], [1.935, -5.010, 3.567], [5.929, 6.686, -1.306], [1.720, -5.157, 2.506], [-3.140, 0.076, -1.651], [-2.301, -2.435, 3.167], [-0.435, 3.286, 0.030], [-2.179, -2.718, 1.070], [-4.019, -1.654, 1.116], [-1.322, -1.137, -0.572], [1.395, 2.256, 2.094], [-4.243, -0.074, -2.666], [-3.240, -1.644, -3.752], [4.386, 5.173, -1.433], [-4.154, -1.048, -3.670], [1.816, 2.879, -3.078], [1.317, -2.551, 3.292], [-3.531, -2.511, 0.601], [4.235, 7.148, -0.029], [2.106, -1.136, 1.179], [4.918, 4.574, -2.175], [-1.123, -2.045, 0.511], [2.336, -6.082, 4.370], [-2.743, 1.180, -1.269], [2.119, -3.521, 5.472], [-0.703, -3.793, 2.674], [0.338, -2.845, 2.307], [-0.460, 0.432, -1.810], [2.056, -2.511, 5.880], [1.130, -1.164, 0.730], [-5.357, 0.769, -2.579], [-4.113, -3.414, 0.847], [-3.144, -3.149, -1.419], [1.786, -3.733, 4.125], [1.751, -1.426, 3.496], [4.671, 8.073, 0.358], [-7.341, 1.149, -3.308], [2.075, 0.879, -5.171], [1.633, 0.972, 0.048]]
}